3 unconnected molecules or ions with the total composition C13H32O8S in a non-equilibrium geometry, computed with wB97M-V/def2-TZVPD.

Highest occupied orbital energy in eV: -9.29
Relative energy (zero: lowest compared OMol25 entry of this formula, charge and spin) in kJ/mol: 86.1
Largest force on an atom in eV/A: 2.61
HOMO-LUMO gap in eV: 9.9255

The geometry in ORCA input format:
```
! wB97M-V def2-TZVPD RIJCOSX def2/J DEFGRID3
* xyz 0 1
C -0.53 2.86 3.56
C -0.56 1.34 3.10
O -1.51 0.66 3.92
C -2.58 0.16 3.12
C -2.07 -1.01 2.22
O -2.07 -0.70 0.83
C -0.80 -0.70 0.26
O -0.80 -1.76 -0.72
S 0.17 -1.37 -2.02
O 1.34 -0.56 -1.56
O 0.70 -2.87 -2.54
C 2.02 -3.16 -2.13
O 2.10 -3.38 -0.74
C 3.05 -4.40 -0.46
H -0.92 3.50 2.75
H -1.18 2.95 4.45
H 0.51 3.13 3.80
H -0.81 1.34 2.02
H 0.45 0.91 3.18
H -2.94 1.02 2.50
H -3.41 -0.15 3.77
H -1.10 -1.38 2.62
H -2.79 -1.84 2.37
H -0.64 0.30 -0.21
H 0.03 -0.87 0.96
H 2.77 -2.41 -2.47
H 2.29 -4.12 -2.62
H 2.84 -5.34 -0.99
H 2.95 -4.62 0.62
H 4.09 -4.06 -0.61
C 4.12 3.71 1.68
C 3.50 2.52 2.40
C 4.22 1.23 2.05
O 2.12 2.42 2.06
H 4.04 3.59 0.59
H 3.59 4.63 1.93
H 5.17 3.83 1.93
H 3.56 2.69 3.48
H 4.14 1.02 0.98
H 3.76 0.38 2.57
H 5.28 1.27 2.31
H 2.07 2.27 1.11
C -4.67 -0.04 -3.34
C -3.77 0.27 -4.53
C -3.60 -0.94 -5.43
O -2.49 0.70 -4.06
H -4.24 -0.84 -2.73
H -4.78 0.83 -2.70
H -5.66 -0.36 -3.67
H -4.19 1.10 -5.10
H -3.13 -1.77 -4.88
H -2.95 -0.70 -6.27
H -4.56 -1.28 -5.82
H -2.11 -0.02 -3.55
*
```